No. 1
{"formula": "C19H24ClFNO2", "method": "ωB97M-V/def2-TZVPD", "charge": 1, "smiles": "CC[n+]1c(C[C@H](C)Cl)cc2cc(CCCC(=O)O)c(F)cc2c1C", "spin_multiplicity": 1, "gap_ev": 7.6890, "species": ["C", "C", "N", "C", "C", "C", "C", "Cl", "C", "C", "C", "C", "C", "C", "C", "C", "O", "O", "C", "F", "C", "C", "C", "C", "H", "H", "H", "H", "H", "H", "H", "H", "H", "H", "H", "H", "H", "H", "H", "H", "H", "H", "H", "H", "H", "H", "H", "H"], "xyz": [[4.366, 1.059, 1.548], [3.172, 0.174, 2.108], [1.911, 0.290, 1.311], [1.914, -0.266, -0.007], [3.142, -0.996, -0.648], [3.553, -0.300, -2.033], [3.320, -1.295, -3.248], [5.310, 0.187, -2.052], [0.699, -0.193, -0.837], [-0.552, 0.441, -0.312], [-1.771, 0.454, -1.172], [-2.987, 1.059, -0.567], [-4.295, 1.030, -1.456], [-4.639, -0.531, -1.647], [-4.561, -1.352, -0.293], [-3.268, -2.245, -0.170], [-2.949, -3.084, -0.977], [-2.363, -2.060, 0.919], [-2.980, 1.662, 0.816], [-4.099, 2.217, 1.390], [-1.750, 1.635, 1.627], [-0.511, 1.006, 1.065], [0.785, 0.916, 1.836], [0.770, 1.576, 3.267], [4.096, 1.723, 0.685], [4.801, 1.621, 2.427], [5.198, 0.383, 1.180], [3.019, 0.322, 3.205], [3.492, -0.907, 1.986], [2.774, -2.032, -0.936], [4.012, -1.159, 0.036], [2.928, 0.616, -2.250], [3.877, -1.002, -4.177], [2.221, -1.435, -3.494], [3.719, -2.302, -2.920], [0.661, -0.641, -1.869], [-1.838, 0.053, -2.210], [-4.106, 1.517, -2.449], [-5.165, 1.493, -0.903], [-5.697, -0.641, -2.033], [-3.885, -0.943, -2.386], [-5.435, -2.074, -0.259], [-4.648, -0.702, 0.625], [-2.716, -2.486, 1.723], [-1.767, 2.081, 2.653], [0.099, 2.479, 3.310], [0.345, 0.790, 3.964], [1.797, 1.862, 3.625]]}


No. 2
{"formula": "C19H24ClNOs", "method": "ωB97M-V/def2-TZVPD", "charge": 2, "spin_multiplicity": 5, "gap_ev": [3.3806, 5.6588], "species": ["C", "C", "C", "C", "Cl", "H", "H", "H", "H", "H", "H", "H", "H", "H", "C", "C", "C", "H", "C", "C", "H", "H", "H", "H", "C", "C", "C", "H", "C", "C", "H", "H", "H", "H", "Os", "C", "C", "C", "N", "C", "C", "H", "H", "H", "H", "H"], "xyz": [[-1.008, 4.674, -3.137], [-2.293, 4.485, -2.473], [0.058, 5.372, -2.434], [-0.671, 3.789, -4.250], [-0.929, 0.165, -0.976], [0.212, 6.422, -2.737], [0.999, 4.837, -2.651], [-0.205, 5.382, -1.361], [-3.083, 5.185, -2.799], [-2.154, 4.632, -1.388], [-2.654, 3.469, -2.716], [-0.818, 4.222, -5.256], [-1.330, 2.905, -4.190], [0.397, 3.521, -4.168], [0.344, -0.592, 2.474], [1.252, 0.499, 2.540], [0.550, 1.670, 2.106], [2.302, 0.461, 2.832], [-0.782, 1.311, 1.858], [-0.910, -0.099, 2.019], [-1.787, -0.726, 1.842], [0.547, -1.651, 2.681], [0.938, 2.686, 2.146], [-1.594, 1.997, 1.656], [1.272, -1.723, -0.924], [1.830, -1.694, 0.388], [2.740, -0.591, 0.460], [1.659, -2.456, 1.153], [2.723, 0.064, -0.823], [1.865, -0.656, -1.670], [1.717, -0.468, -2.725], [0.530, -2.462, -1.232], [3.417, -0.357, 1.288], [3.370, 0.894, -1.126], [0.648, 0.162, 0.539], [-1.333, -6.108, 2.327], [-0.377, -5.957, 1.313], [0.178, -4.689, 1.085], [-0.134, -3.629, 1.833], [-1.113, -3.737, 2.734], [-1.723, -4.964, 3.035], [-1.728, -7.095, 2.587], [0.014, -6.782, 0.717], [0.918, -4.556, 0.294], [-1.414, -2.840, 3.274], [-2.438, -4.971, 3.856]]}


No. 3
{"formula": "C19H24HgN2OSb", "method": "ωB97M-V/def2-TZVPD", "de_lowest_kcal_mol": 5.7, "spin_multiplicity": 2, "gap_ev": [7.6088, 4.7947], "species": ["Hg", "C", "C", "C", "C", "C", "C", "C", "H", "H", "H", "H", "H", "H", "H", "H", "O", "C", "C", "C", "C", "C", "C", "C", "N", "C", "C", "N", "H", "H", "H", "H", "H", "H", "H", "C", "Sb", "C", "C", "H", "H", "H", "H", "H", "H", "H", "H", "H"], "xyz": [[0.174, -0.416, -0.792], [-1.196, -3.123, 2.629], [-1.422, -3.211, 1.140], [-2.551, -2.633, 0.564], [-2.768, -2.698, -0.804], [-1.846, -3.334, -1.626], [-0.722, -3.918, -1.065], [-0.518, -3.865, 0.308], [-1.242, -2.086, 2.967], [-0.222, -3.528, 2.905], [-1.960, -3.681, 3.175], [-3.265, -2.117, 1.199], [-3.649, -2.238, -1.233], [-2.001, -3.365, -2.698], [0.006, -4.409, -1.700], [0.368, -4.320, 0.737], [1.066, 2.087, -1.331], [2.273, 2.332, -1.587], [2.699, 2.559, -2.940], [3.974, 2.959, -3.230], [4.912, 3.113, -2.193], [4.552, 2.850, -0.877], [3.263, 2.459, -0.538], [2.907, 2.213, 0.859], [1.974, 1.407, 1.318], [2.041, 1.486, 2.683], [3.019, 2.361, 3.066], [3.569, 2.814, 1.898], [1.958, 2.412, -3.716], [4.267, 3.143, -4.255], [5.923, 3.425, -2.422], [5.306, 2.922, -0.103], [1.378, 0.908, 3.310], [3.353, 2.702, 4.032], [4.276, 3.521, 1.812], [-3.266, 3.426, -0.039], [-1.666, 2.255, 0.813], [-2.422, 2.547, 2.818], [-0.293, 3.903, 0.927], [-3.340, 4.368, 0.507], [-4.208, 2.881, 0.048], [-3.074, 3.631, -1.094], [-2.697, 3.597, 2.939], [-1.663, 2.284, 3.558], [-3.302, 1.922, 2.978], [-0.770, 4.755, 1.414], [0.016, 4.168, -0.085], [0.591, 3.594, 1.491]]}